1) Here is a cluster of 2 separate species, C4H13N2OS in total from OMol25. Energies are from the ωB97M-V functional and the def2-TZVPD basis.

```
21
C4H13N2OS (the ωB97M-V functional and the def2-TZVPD basis)
C -0.26 -1.22 2.22
N -0.69 0.03 1.47
C -0.14 -0.06 0.06
C -1.28 -0.50 -0.82
S -0.58 -1.14 -2.44
C 0.24 1.39 -0.36
N 1.03 1.60 -1.60
H -0.17 -1.00 3.31
H -0.81 -2.10 1.86
H 0.81 -1.27 2.07
H -1.68 0.10 1.37
H 0.80 -0.66 0.04
H -1.95 0.32 -1.20
H -1.87 -1.31 -0.55
H 0.76 2.01 0.37
H -0.69 1.98 -0.48
H 0.58 1.31 -2.45
H 1.75 0.87 -1.57
H 1.07 1.10 3.44
H 1.70 0.61 2.17
O 1.93 0.94 3.05
```

Computed properties:
Gap between HOMO and LUMO   6.0870 eV
Net charge   -1

=====

2) Here is a cluster of 3 separate species, C4H13N2OS in total from OMol25. Energies are from the ωB97M-V functional and the def2-TZVPD basis.

```
21
C4H13N2OS (the ωB97M-V functional and the def2-TZVPD basis)
N -0.19 -0.56 -1.04
C -0.17 0.36 0.11
C -1.66 0.52 0.49
S -2.61 1.33 -0.84
C 0.78 -0.18 1.17
N 3.74 0.43 0.51
C 3.76 0.31 -0.79
H -0.97 -0.36 -1.65
H 0.66 -0.48 -1.58
H 0.20 1.34 -0.23
H -1.78 1.09 1.42
H -2.05 -0.48 0.74
H 1.28 -1.08 0.77
H 1.68 0.44 1.31
H 0.41 -0.53 2.14
H 4.64 0.68 -1.36
H 2.94 0.24 -1.53
H 3.20 -0.51 0.28
H -5.39 -1.02 0.05
H -4.04 -0.33 -0.11
O -4.45 -1.20 0.13
```

Computed properties:
Gap between HOMO and LUMO   5.7702 eV
Net charge   -1

=====

3) Here is a cluster of 2 separate species, C4H13N2OS in total from OMol25. Energies are from the ωB97M-V functional and the def2-TZVPD basis.

```
21
C4H13N2OS (the ωB97M-V functional and the def2-TZVPD basis)
N -0.10 1.95 -0.83
C -0.19 0.91 0.17
C 0.13 1.40 1.66
S 1.20 2.90 1.69
C 0.71 -0.25 -0.11
N 0.12 -1.08 -1.23
C 0.93 -2.28 -1.46
H -0.72 2.68 -0.52
H 0.83 2.36 -0.77
H -1.24 0.63 0.15
H -0.80 1.65 2.16
H 0.63 0.59 2.19
H 0.76 -0.99 0.69
H 1.68 0.15 -0.42
H 0.22 -0.56 -2.10
H 1.89 -2.10 -1.98
H 0.34 -3.01 -2.00
H 1.32 -2.68 -0.52
H -2.71 -1.49 0.76
H -2.38 0.02 1.04
O -2.63 -0.81 1.44
```

Computed properties:
Gap between HOMO and LUMO   5.9707 eV
Net charge   -1

=====

Which of them is most stable, and which least? Most stable: 3); least stable: 2).

=====

1) Here is an isolated molecule of C2H4BrFO from OMol25. Energies are from the ωB97M-V functional and the def2-TZVPD basis.

```
9
C2H4BrFO (the ωB97M-V functional and the def2-TZVPD basis)
C -0.66 -0.68 0.45
C 0.50 -0.07 -0.41
Br 2.24 -0.77 -0.02
O 0.80 1.45 0.19
F -0.29 2.28 -0.36
H -1.12 -0.04 1.14
H -1.53 -0.65 -0.24
H -0.28 -1.69 0.73
H 0.34 0.16 -1.47
```

Computed properties:
Gap between HOMO and LUMO   11.5138 eV
SMILES string   C[C@H](Br)OF

=====

2) Here is an isolated molecule of C2H4BrFO from OMol25. Energies are from the ωB97M-V functional and the def2-TZVPD basis.

```
9
C2H4BrFO (the ωB97M-V functional and the def2-TZVPD basis)
O -0.79 1.40 0.15
C 0.35 0.61 0.07
C 0.09 -1.01 0.10
F 0.23 -1.43 -1.14
Br -1.71 -1.39 0.70
H -0.95 1.73 -0.76
H 1.00 0.87 -0.90
H 0.90 0.79 0.96
H 0.88 -1.57 0.81
```

Computed properties:
Gap between HOMO and LUMO   11.0330 eV
SMILES string   OC[C@H](F)Br

=====

Which of them is most stable, and which least? Most stable: 2); least stable: 1).